No. 1
Below is 3 unconnected molecules or ions with the total composition C3H14NO3 in a non-equilibrium geometry, with properties calculated with wB97M-V/def2-TZVPD.

Computed properties:
- Molecular weight: 112.15 u
- Kohn-Sham gap: 11.5 eV
- Energy relative to the best compared isomer or geometry (same formula, charge and spin): 147.01 kJ/mol
- Net charge: +1

Each line ends with the natural charge from an NBO analysis.
CARTESIAN COORDINATES (ANGSTROEM)
C1 -0.53 1.50 0.55  -0.2380
C2 -0.72 1.32 -1.00  0.0748
C3 -0.57 -0.11 -1.50  -0.6872
O1 -2.18 1.70 -1.09  -0.7727
N1 -1.29 0.37 1.22  -0.6842
H1 0.47 1.49 0.87  0.2247
H2 -0.94 2.54 0.79  0.2585
H3 -0.15 2.04 -1.69  0.2249
H4 -0.16 -0.82 -0.73  0.2183
H5 0.13 -0.16 -2.28  0.2450
H6 -1.38 -0.41 -2.08  0.2508
H7 -2.33 2.11 -2.02  0.5007
H8 -2.23 0.11 0.72  0.4633
H9 -1.58 0.54 2.12  0.4276
H10 -0.72 -0.43 1.26  0.4682
H11 1.68 -0.64 1.73  0.4749
H12 1.54 -2.02 0.99  0.5250
O2 1.05 -1.27 1.52  -1.0047
H13 2.98 -3.31 0.39  0.4843
H14 3.92 -2.14 0.20  0.4957
O3 3.01 -2.42 0.04  -0.9498



No. 2
Below is a molecular structure, C3H10N7O5ReS, with properties calculated with wB97M-V/def2-TZVPD.

Computed properties:
- Molecular weight: 442.43 u
- Kohn-Sham gap (alpha / beta): 8.3 / 8.1 eV
- Energy relative to the best compared isomer or geometry (same formula, charge and spin): 0.00 kJ/mol
- Net charge: +1
- 2S+1: 2

Each line ends with the Mulliken spin population.
CARTESIAN COORDINATES (ANGSTROEM)
Re1 0.72 -0.47 -0.84  0.9342
N1 2.36 0.94 4.04  0.0014
N2 1.47 0.54 3.08  0.0085
N3 0.24 0.17 3.38  -0.0006
C1 -0.21 -0.23 2.21  0.0246
N4 0.73 -0.08 1.26  -0.0257
N5 1.81 0.42 1.84  0.0014
H1 1.83 1.35 4.80  0.0000
H2 3.01 1.61 3.63  0.0002
H3 -1.20 -0.59 2.03  0.0016
O1 1.75 -1.43 -1.73  0.0195
C2 -0.07 3.07 -2.40  0.0007
S1 0.17 2.26 -0.87  0.0063
O2 -0.81 1.11 -0.80  0.0152
O3 0.10 3.19 0.19  0.0009
O4 1.48 1.50 -0.96  -0.0019
H4 -1.06 3.53 -2.37  -0.0002
H5 0.00 2.34 -3.20  0.0003
H6 0.70 3.83 -2.50  0.0000
N6 -0.89 -2.96 -2.27  0.0047
C3 -1.40 -2.58 -1.10  0.0046
N7 -2.58 -3.03 -0.69  -0.0002
O5 -0.76 -1.79 -0.32  0.0035
H7 -1.36 -3.63 -2.85  0.0008
H8 0.05 -2.69 -2.50  0.0003
H9 -3.12 -3.69 -1.23  0.0000
H10 -2.97 -2.68 0.16  -0.0002



No. 3
Below is C3H3F2I in the gas phase in a non-equilibrium geometry, with properties calculated with wB97M-V/def2-TZVPD.

Computed properties:
- Molecular weight: 203.96 u
- Kohn-Sham gap: 9.8 eV
- Energy relative to the best compared isomer or geometry (same formula, charge and spin): 92.75 kJ/mol

Each line ends with the natural charge from an NBO analysis.
CARTESIAN COORDINATES (ANGSTROEM)
C1 -0.37 -0.46 0.72  -0.5004
C2 0.37 0.78 0.10  -0.4118
C3 0.10 -0.60 -0.68  0.6986
F1 1.18 -1.34 -0.82  -0.3109
F2 -0.72 -0.72 -1.78  -0.3180
I1 -0.73 2.46 -0.53  0.1269
H1 0.23 -0.99 1.46  0.2405
H2 -1.36 -0.25 1.16  0.2528
H3 1.29 1.11 0.38  0.2224



No. 4
Below is C12H13BrO2 in the gas phase in a non-equilibrium geometry, with properties calculated with wB97M-V/def2-TZVPD.

Computed properties:
- Molecular weight: 269.14 u
- Kohn-Sham gap (alpha / beta): 6.2 / 6.2 eV
- Energy relative to the best compared isomer or geometry (same formula, charge and spin): 0.00 kJ/mol
- 2S+1: 3

Each line ends with the Mulliken spin population.
CARTESIAN COORDINATES (ANGSTROEM)
C1 4.22 -1.77 0.47  0.2518
C2 3.27 -2.57 -0.14  0.5087
C3 4.07 -0.44 0.77  0.0624
C4 2.09 -2.00 -0.59  -0.0352
C5 2.85 0.14 0.28  0.6698
C6 1.88 -0.69 -0.35  0.1962
C7 -2.46 0.57 1.37  -0.0001
C8 -1.06 1.59 -0.59  0.0004
C9 0.64 -0.09 -0.81  0.1361
C10 -2.41 1.08 -0.04  -0.0001
C11 -2.56 -0.42 0.20  -0.0044
C12 -3.54 1.90 -0.47  0.0002
O1 0.07 0.86 -0.05  0.0145
O2 0.03 -0.45 -1.80  0.0804
Br1 -4.25 -1.35 0.11  0.0000
H1 5.07 -2.27 0.97  0.0174
H2 3.43 -3.62 -0.23  0.0244
H3 4.71 0.09 1.45  0.0091
H4 1.31 -2.68 -1.03  0.0014
H5 2.54 1.16 0.40  0.0576
H6 -1.45 0.72 1.76  0.0002
H7 -3.37 0.79 2.03  0.0001
H8 -1.16 1.55 -1.79  0.0008
H9 -0.85 2.60 -0.30  0.0006
H10 -3.12 2.84 -0.13  0.0001
H11 -4.42 1.57 0.07  0.0001
H12 -3.85 1.88 -1.56  -0.0001
H13 -1.67 -0.99 0.02  0.0078